Entry from the Open Molecules 2025 dataset: C35H34FeN3O2Si as an isolated structure (ωB97M-V with the def2-TZVPD basis set).

XYZ file:
```
76
Properties=species:S:1:pos:R:3:forces:R:3:lowdin_charge:R:1
Fe -0.57603 0.29824 -0.18968 0.09 -1.58 -0.08 0.86
Si -0.60261 2.24299 1.36283 1.31 -0.78 -0.36 0.64
O -1.33434 -1.48640 0.76668 -0.34 -0.20 0.04 -0.13
O 0.21169 -5.36237 0.10880 -0.12 -1.05 0.41 0.06
N 0.06046 0.60235 -2.30105 -0.67 1.60 -1.02 0.02
N 0.24043 -1.54387 -1.08997 -0.21 0.09 -0.05 -0.09
N -0.14349 -2.74688 -0.75782 -0.76 0.06 1.94 0.06
C -0.99558 -2.64114 0.36196 1.92 1.37 -1.47 -0.37
C 0.95800 -2.51095 -3.26701 1.29 0.50 -0.63 -0.14
C 1.99353 0.29406 -3.72353 0.92 -0.38 0.44 -0.01
C 2.10887 -3.43886 -3.63202 0.93 -0.12 0.26 -0.43
C 1.77446 -4.20104 -4.92124 -0.79 1.24 -0.13 -0.08
C 0.91680 5.66420 -1.34793 0.32 -0.11 -0.69 -0.13
C 0.57926 2.13282 -4.06513 -2.92 0.72 0.14 -0.06
C -1.30661 -3.82887 1.12255 -2.73 0.14 1.33 -0.09
C 0.61774 1.79296 2.75748 -0.44 0.25 1.77 -0.28
C -2.81198 -4.72732 2.90092 2.35 0.25 -2.14 -0.06
C -2.37403 -3.69166 2.07176 -0.43 0.28 0.61 -0.01
C -3.38183 2.76901 1.33608 0.38 -0.21 0.12 -0.13
C -3.39797 3.84778 3.83677 -0.89 0.94 0.19 -0.09
C 1.73526 4.56205 -1.17318 0.98 -0.52 -0.04 -0.11
C 1.15432 -0.06432 -2.69202 -0.55 -1.43 0.25 -0.24
C -0.78231 -5.09134 0.99039 1.78 -0.37 -1.07 -0.26
C -4.55720 3.97032 3.06580 1.21 -1.31 -1.40 -0.06
C -2.12957 -5.96315 2.70496 -1.99 1.20 1.35 -0.08
C 0.18710 3.74503 0.50154 0.02 -0.26 0.36 -0.32
C -1.15317 -6.16319 1.79486 -0.27 0.70 -0.21 -0.01
C -0.22267 5.87357 -0.60408 1.05 -0.43 0.46 -0.08
C 2.59966 2.28032 4.04071 0.44 0.65 0.25 -0.11
C -0.54699 4.90484 0.36748 -1.88 1.24 -0.93 -0.10
C 1.40124 3.63044 -0.19741 0.07 -0.65 -0.32 -0.13
C 2.48901 1.07330 4.66962 0.00 -0.81 0.22 -0.11
C 1.66867 1.41963 -4.45298 1.91 -0.17 0.30 -0.06
C 0.46069 0.60158 3.53209 2.01 1.25 -0.70 -0.09
C 2.42681 -4.45752 -2.50223 0.24 0.28 0.03 -0.06
C -2.24300 3.29100 3.35927 -0.16 -0.53 -0.56 -0.10
C -4.54501 3.35634 1.78215 -0.21 0.98 1.06 -0.08
C -0.29612 1.68043 -3.03887 2.66 -0.32 -0.71 -0.06
C 1.61181 2.70748 3.20989 -0.98 -0.57 -1.82 -0.11
C 1.42573 0.22239 4.48829 -1.65 1.03 -1.12 -0.07
C 1.21335 -1.47989 -2.15523 -0.30 -0.42 0.63 -0.27
C -2.20704 2.75358 2.09229 -0.57 0.16 -0.26 -0.34
H 3.46561 2.91578 4.16289 0.07 -0.02 0.39 0.11
H 0.79200 -1.94011 -4.17322 -0.84 -0.12 -0.27 0.11
H 2.94182 -3.99485 -1.60573 -0.73 -0.59 -0.94 0.10
H -2.52789 -6.71310 3.33624 0.20 -1.23 0.41 0.09
H 1.69569 3.69980 2.78013 -0.11 -0.08 -0.20 0.10
H -5.42636 4.49860 3.37620 -0.46 0.27 0.46 0.09
H -1.35631 3.22309 3.94330 0.49 0.22 0.64 0.09
H -0.69396 -7.10886 1.65632 0.39 -0.62 -0.14 0.11
H 3.03942 -5.28532 -2.89721 0.13 0.49 0.23 0.07
H 0.17956 -3.16155 -2.96443 -1.30 -0.21 0.01 0.10
H -5.41400 3.43791 1.13440 0.07 -0.17 0.13 0.10
H 0.36015 -4.63155 -0.48674 -0.01 1.03 -0.39 0.04
H 2.92877 -0.31413 -3.82368 -1.07 0.66 -0.40 0.14
H 2.49580 -4.97341 -5.09910 0.24 -0.53 -0.16 0.06
H 1.25044 -0.67277 5.05130 0.34 -0.35 0.20 0.10
H -3.33259 2.28702 0.38054 -0.22 -0.09 -0.59 0.07
H 1.75476 -3.52398 -5.81104 0.02 -0.44 0.67 0.09
H 2.16115 -1.72180 -1.70148 0.81 0.15 0.15 0.14
H -0.29270 -0.07337 3.25582 -1.14 -0.90 -0.21 0.07
H 2.97499 -2.78672 -3.85088 0.08 -0.42 0.24 0.12
H 0.25313 3.01561 -4.61910 0.24 -0.20 0.16 0.11
H 2.01642 2.72790 -0.02056 -0.27 0.54 -0.25 0.11
H 1.48816 -4.95950 -2.21378 0.27 0.34 0.17 0.07
H -0.72105 6.80679 -0.80189 -0.68 -0.05 0.34 0.10
H -3.31815 4.29982 4.79855 -0.39 0.28 0.71 0.09
H -3.55191 -4.58272 3.65487 -0.42 -0.04 0.21 0.09
H 0.75911 -4.60659 -4.80750 0.29 -0.26 -0.20 0.09
H -2.86725 -2.71075 2.15001 0.44 -0.45 -0.10 0.12
H 2.38194 1.76777 -5.19883 -0.47 0.06 -0.09 0.12
H -1.21069 2.20434 -2.84664 -0.22 0.14 0.47 0.11
H -1.54866 5.03506 0.84148 1.01 -0.29 -0.01 0.11
H 1.20158 6.30551 -2.15969 -0.13 0.61 -0.14 0.09
H 3.26213 0.75404 5.29135 1.24 -0.39 1.10 0.08
H 2.63150 4.46407 -1.84567 -0.91 -0.07 0.96 0.12
```
Forces are in eV/Å.

Computed properties:
* HOMO-LUMO gap (alpha / beta): 6.984 / 6.968 eV
* spin multiplicity: 6
* F_max: 3.2 eV Å⁻¹
* highest occupied orbital energy (alpha / beta): -0.2591 / -0.2802 Ha

=====

Entry from the Open Molecules 2025 dataset: C35H34N4NdO7P as an isolated structure (ωB97M-V with the def2-TZVPD basis set).

XYZ file:
```
82
Properties=species:S:1:pos:R:3:forces:R:3:lowdin_charge:R:1
Nd 0.53591 0.83246 1.13872 -0.48 -0.53 1.12 1.76
P -0.94589 3.21211 0.20268 -0.39 0.26 -0.15 0.96
O 1.20088 2.60261 2.31288 0.69 0.96 0.18 -0.27
O 2.33108 1.66591 -2.39325 -0.13 -0.08 -0.28 0.09
O 2.12458 0.14509 3.32028 0.03 -0.08 -0.03 -0.12
O -1.36161 -0.00074 2.02354 -0.06 -0.73 0.16 -0.30
O 1.06372 0.46595 -0.93995 1.10 0.43 -1.29 -0.26
O -0.22825 -4.68764 -3.72384 0.09 0.02 0.03 -0.08
O 2.56264 4.38147 2.47255 0.04 0.12 0.00 0.07
N 3.09934 1.19786 0.87498 0.05 0.31 -0.31 -0.24
N -2.42623 -5.48919 2.21858 0.39 0.10 0.19 0.07
N -2.15641 -6.25607 1.28321 -0.21 0.36 -0.56 0.07
N 0.66682 -1.71018 1.44270 -0.43 -0.22 -0.05 0.01
C 0.00595 4.21652 -0.97722 0.02 0.04 0.03 -0.38
C -0.66287 -5.10147 -2.50542 0.04 -0.02 -0.13 -0.28
C -0.23234 -6.26235 -1.87704 -0.07 0.03 0.16 -0.01
C 1.65465 -2.52230 1.16925 0.06 -0.09 -0.02 -0.11
C -4.64072 1.76334 -0.73009 0.04 0.04 -0.01 -0.08
C 1.54076 6.01315 -1.46705 -0.03 -0.04 0.01 -0.08
C -0.76111 -6.59323 -0.63145 0.15 -0.09 -0.19 -0.04
C 3.38508 0.70160 -0.48740 0.24 0.12 0.06 -0.10
C 1.54342 -3.92082 1.24246 0.05 0.12 -0.01 -0.02
C -2.06734 -4.09742 2.19561 0.20 -0.25 -0.13 -0.25
C 3.41948 0.75657 3.29316 -0.14 0.09 0.10 -0.20
C 0.81722 4.54371 -3.22553 0.00 0.00 0.06 -0.07
C 3.97025 0.61208 1.89595 0.10 -0.04 -0.23 -0.16
C -2.12047 -4.62030 -0.65319 -0.07 -0.12 0.00 -0.02
C -2.99639 -3.20597 2.63657 -0.27 0.39 0.05 -0.02
C -2.77489 -1.81271 2.59435 -0.38 -0.38 0.06 0.00
C -3.17417 4.04068 -1.33769 0.05 0.00 -0.01 -0.09
C -1.28159 4.37200 1.56977 -0.15 0.06 -0.01 -0.24
C -0.54993 -2.23453 1.78282 0.18 0.03 0.05 -0.14
C -1.66550 -5.76889 0.00324 -0.19 -0.19 0.26 -0.29
C -5.20425 2.76196 -1.50902 0.04 0.01 0.02 -0.09
C 2.19309 0.98957 -1.40416 -0.65 -0.38 0.46 -0.62
C 0.05200 3.83323 -2.31632 0.01 -0.05 -0.07 -0.11
C -3.34111 1.90113 -0.25621 -0.02 -0.08 0.01 -0.09
C -1.59034 -1.29869 2.13199 0.19 0.61 -0.12 -0.36
C 0.84260 -5.40608 -4.31455 -0.14 0.01 0.05 -0.08
C -4.46708 3.90075 -1.81465 -0.03 -0.04 -0.01 -0.08
C 0.76642 5.30676 -0.55394 0.04 0.02 -0.05 -0.09
C 0.33700 -4.46103 1.57666 -0.05 -0.06 0.12 0.01
C -0.77223 -3.62166 1.82984 0.04 -0.19 0.14 -0.10
C -1.62606 -4.29275 -1.89592 -0.01 -0.06 0.04 0.02
C 3.12508 2.68097 0.90773 0.25 -0.12 -0.05 -0.08
C -2.59811 3.04098 -0.55286 -0.05 0.11 -0.03 -0.37
C 2.25962 3.30600 2.00331 -0.54 -0.33 0.21 -0.66
C 1.56023 5.63732 -2.80217 0.00 -0.01 -0.01 -0.08
H 4.08845 0.24974 3.99312 0.01 -0.02 -0.01 0.13
H 2.12846 6.85738 -1.13057 0.00 0.00 0.01 0.10
H 0.85073 4.22597 -4.25901 0.00 0.01 0.00 0.11
H 2.73618 3.05899 -0.04414 0.02 0.00 -0.01 0.13
H 4.27041 1.16459 -0.93223 0.10 -0.03 0.13 0.14
H 4.97131 1.06274 1.85638 0.02 -0.04 0.03 0.14
H -5.20712 0.87234 -0.49164 0.00 0.00 0.00 0.10
H -0.37367 4.59150 2.12766 0.04 -0.03 -0.01 0.03
H 0.77655 5.60475 0.48668 -0.02 0.01 0.00 0.10
H -2.86703 -3.99002 -0.19425 -0.04 0.06 0.02 0.12
H -1.98570 3.88704 2.24743 0.00 0.01 0.00 0.06
H -0.45593 -7.50560 -0.13317 0.00 -0.01 -0.02 0.12
H 4.07601 -0.45071 1.66895 0.01 -0.01 0.04 0.12
H 1.11611 -4.86104 -5.21259 -0.01 0.01 -0.01 0.09
H -2.91183 1.11607 0.35835 0.04 0.03 0.01 0.08
H -1.96913 -3.41002 -2.41898 0.01 0.00 0.00 0.12
H 1.65798 0.46255 4.10147 -0.02 -0.01 -0.01 0.11
H -6.21573 2.65461 -1.87923 0.00 0.01 -0.01 0.10
H 3.34889 1.80402 3.59330 0.01 -0.01 -0.03 0.12
H -4.90336 4.67960 -2.42698 0.01 0.00 0.01 0.10
H 0.22471 -5.53291 1.66953 0.06 0.07 0.03 0.11
H -3.94726 -3.59619 2.98058 0.00 0.05 0.01 0.12
H 2.40638 -4.54029 1.04278 -0.01 -0.01 0.01 0.11
H 4.14298 3.06792 1.02036 0.04 -0.07 -0.10 0.14
H -3.54550 -1.12095 2.90835 -0.01 -0.03 0.01 0.12
H -2.60426 4.92856 -1.58647 0.01 -0.01 0.02 0.11
H 0.53409 -6.41870 -4.58437 0.02 -0.02 -0.01 0.09
H 1.70153 -5.45425 -3.64179 0.03 0.01 0.01 0.09
H 2.59894 -2.06457 0.89321 0.00 -0.02 -0.01 0.10
H -0.49889 2.96213 -2.65098 -0.01 0.00 0.02 0.12
H -1.73076 5.28762 1.18160 0.01 0.02 0.06 0.06
H 2.16399 6.18734 -3.51268 0.00 0.01 0.01 0.10
H 0.48897 -6.91735 -2.34008 0.02 -0.03 -0.02 0.10
H 3.52054 -0.38060 -0.44453 0.06 0.01 0.02 0.12
```
Forces are in eV/Å.

Computed properties:
* HOMO-LUMO gap (alpha / beta): 7.385 / 7.399 eV
* spin multiplicity: 4
* F_max: 1.7 eV Å⁻¹
* highest occupied orbital energy (alpha / beta): -0.2800 / -0.2804 Ha

=====

Entry from the Open Molecules 2025 dataset: C35H35AgNO5PS2 as an isolated structure (ωB97M-V with the def2-TZVPD basis set).

XYZ file:
```
80
Properties=species:S:1:pos:R:3:forces:R:3:lowdin_charge:R:1
Ag 1.01260 1.33207 0.09938 -0.49 0.48 0.23 0.67
S 0.03485 -1.05896 2.15834 0.35 -0.42 0.88 0.92
S 3.85768 -1.81994 -3.44393 -0.06 0.06 -0.18 0.62
P -1.19270 2.45358 0.18152 -0.07 -0.01 -0.23 1.05
O 0.37349 -0.91322 0.71459 0.11 0.07 -0.28 -0.60
O 3.25826 -1.51725 -4.71112 -0.05 0.13 0.18 -0.29
O 2.83007 1.57392 -1.32802 0.01 -0.24 0.00 -0.12
O 3.26260 1.22344 0.82150 -0.02 -0.11 -0.03 -0.09
O 4.98706 -2.70305 -3.37281 -0.04 0.02 0.13 -0.29
N 4.29703 -0.40418 -2.74856 -0.09 -0.21 0.01 -0.13
C 1.38718 -1.80216 -2.24658 -0.03 -0.07 -0.01 -0.04
C -1.07137 -4.68949 3.56910 -0.13 0.07 -0.01 -0.06
C 2.58157 -2.49500 -2.39838 0.14 0.02 -0.25 -0.28
C -0.91563 3.93816 -0.83932 0.13 -0.04 0.01 -0.37
C -0.09369 6.15636 -2.31103 -0.02 0.06 0.03 -0.08
C -0.99387 5.21636 -0.28900 -0.05 -0.07 -0.06 -0.09
C 0.53454 -3.61446 -0.89823 -0.22 -0.18 -0.71 -0.27
C -2.35774 3.04603 1.46264 0.29 -0.07 0.11 -0.38
C -0.23444 -5.55129 2.87499 0.32 -0.02 0.05 -0.06
C -2.74772 1.48456 -2.04541 0.00 0.10 0.00 -0.08
C -2.83158 0.28272 0.03381 -0.01 -0.01 -0.10 -0.12
C 4.93397 -0.54044 -1.43609 0.08 -0.02 0.21 -0.22
C -0.58487 6.31854 -1.02461 0.01 0.03 -0.04 -0.08
C -2.12314 2.77827 2.80522 0.09 0.02 -0.08 -0.10
C -4.41952 4.13901 2.04898 -0.01 0.02 -0.05 -0.07
C 0.37151 -2.36232 -1.49206 -0.06 -0.13 -0.24 -0.04
C -4.18275 3.86437 3.39158 -0.02 -0.01 -0.01 -0.08
C 0.77434 -3.68667 1.73941 1.43 0.91 2.21 -0.14
C 5.03051 0.82938 -0.75705 -0.34 0.02 -0.13 -0.09
C -0.05903 -2.83565 2.44713 0.45 0.22 0.46 -0.40
C -0.98774 -3.32133 3.35341 -0.13 0.05 0.05 -0.08
C -4.04874 -0.53368 -1.86702 -0.03 -0.01 0.00 -0.08
C -3.03655 3.18534 3.76956 -0.03 0.01 0.08 -0.08
C 0.00969 4.88515 -2.85639 0.02 -0.04 -0.07 -0.07
C -3.51524 3.72678 1.08653 0.00 -0.03 0.04 -0.09
C -3.68473 -0.64758 -0.53061 0.00 -0.05 0.00 -0.08
C -3.58522 0.53376 -2.61738 -0.05 -0.03 -0.02 -0.08
C 2.76109 -3.73872 -1.82385 0.16 -0.10 0.10 -0.04
C -0.57471 -4.23017 -0.09201 -1.36 -0.47 -1.97 -0.05
C 3.61713 1.26653 -0.38094 0.28 0.01 0.06 -0.69
C 0.68633 -5.05121 1.96150 0.90 -0.01 1.96 -0.12
C 1.58362 -0.76773 3.06555 -0.26 0.06 -0.12 -0.21
C -0.38229 3.78006 -2.11989 0.00 0.01 0.08 -0.12
C 1.73148 -4.29615 -1.08048 -0.07 0.01 -0.28 -0.04
C -2.35444 1.35808 -0.71952 0.09 -0.04 0.01 -0.36
H -0.30411 -6.61855 3.04000 0.00 0.00 -0.01 0.11
H -4.90055 4.17823 4.13837 0.02 0.01 0.01 0.10
H -2.54311 0.18725 1.07436 0.01 -0.03 0.03 0.09
H 4.35078 -1.21226 -0.78891 0.08 0.01 0.03 0.12
H -1.35866 5.35392 0.72006 -0.03 0.01 0.00 0.10
H -4.70001 -1.27162 -2.31757 0.00 0.01 0.01 0.10
H -3.69927 3.93042 0.03839 -0.04 0.01 0.00 0.12
H -0.24538 2.78424 -2.52618 0.06 0.04 -0.03 0.10
H 1.35440 -0.72448 4.13025 0.00 -0.04 0.00 0.06
H -2.85071 2.97729 4.81550 0.01 -0.02 -0.01 0.10
H -5.31167 4.67638 1.75405 -0.01 -0.02 0.00 0.11
H 3.70120 -4.25692 -1.96320 -0.04 0.00 -0.04 0.11
H 1.46501 -3.27477 1.01204 -0.02 -0.02 0.47 0.12
H -1.79210 -5.08200 4.27451 0.01 0.00 0.00 0.11
H 1.98752 0.18308 2.71494 -0.04 0.02 -0.01 0.03
H 2.28928 -1.56672 2.85257 -0.01 -0.02 -0.07 0.06
H -0.20741 -5.05984 0.51190 -1.16 0.30 -1.63 0.05
H 0.22554 7.01906 -2.88114 0.00 -0.01 0.00 0.10
H -1.63563 -2.63228 3.88328 -0.03 -0.05 -0.01 0.11
H 0.42025 4.75203 -3.84882 0.00 -0.01 0.01 0.11
H 5.91492 -0.99175 -1.57523 0.01 0.10 0.00 0.12
H -4.06891 -1.46298 0.06960 0.04 -0.02 -0.01 0.11
H 1.33893 -5.72644 1.42337 0.03 0.00 0.06 0.12
H -1.21988 2.25095 3.09100 -0.01 0.01 0.03 0.09
H -0.56301 -1.82772 -1.35840 0.09 -0.04 -0.03 0.11
H 3.52077 0.26023 -2.69464 0.05 0.05 -0.15 0.08
H -1.02183 -3.48676 0.56695 -0.28 -0.39 -0.39 0.09
H -0.64019 7.30625 -0.58537 -0.01 0.00 0.00 0.10
H -1.36114 -4.60516 -0.75136 -0.07 0.10 -0.31 0.11
H 5.64401 0.75645 0.13682 0.00 0.00 0.02 0.12
H -2.42175 2.33193 -2.63534 0.00 -0.06 0.01 0.09
H 1.26199 -0.84120 -2.73201 -0.07 0.00 0.04 0.12
H -3.88469 0.62972 -3.65321 0.03 0.04 0.00 0.11
H 1.85380 -5.27966 -0.64124 0.07 0.01 -0.05 0.11
H 5.46267 1.55185 -1.44978 0.05 -0.01 0.00 0.12
```
Forces are in eV/Å.

Computed properties:
* HOMO-LUMO gap: 8.823 eV
* F_max: 2.8 eV Å⁻¹
* highest occupied orbital energy: -0.3160 Ha

=====

What are the E values for these records? In order: -87674.947; -81708.857; -83547.786 eV.